Entry 1:
The following is a quantum chemistry calculation of a structure of composition C50H67AsF4KN4O3PS, from the OMol25 dataset.

lowest unoccupied orbital energy: 3.3 eV
Kohn-Sham gap: 0.0601 Ha
charge: -2
energy relative to the best compared isomer or geometry (same formula, charge and spin): 43.20 kJ/mol

Last column: Löwdin charge in e.
Element x y z (Å)
K1 1.07437 -0.53208 -0.63223  0.63
C1 0.46115 3.37250 -2.45164  -0.13
N1 1.41533 2.49332 -1.79929  -0.26
C2 2.34962 3.25213 -0.99668  -0.13
C3 2.04883 1.65699 -2.82494  -0.22
C4 3.42238 1.08197 -2.50253  -0.26
N2 3.41540 0.18885 -1.35173  -0.07
C5 4.49577 -0.53521 -1.09400  -0.23
C6 4.45621 -1.45387 0.00954  -0.18
F1 3.32234 -1.48849 0.75031  0.02
C7 5.46917 -2.30585 0.34644  -0.25
F2 5.29297 -3.13661 1.39042  0.07
C8 6.67288 -2.34129 -0.34173  0.01
C9 6.77439 -1.44061 -1.38463  -0.26
F3 7.92607 -1.39654 -2.08182  0.06
C10 5.77184 -0.57073 -1.74755  -0.16
F4 6.05477 0.28763 -2.75767  0.04
H1 0.96211 4.06191 -3.15874  0.09
H2 -0.06507 3.97819 -1.70986  0.04
H3 -0.27516 2.78401 -3.01221  0.08
H4 2.96085 3.96057 -1.59165  0.09
H5 3.01955 2.57480 -0.46055  0.06
H6 1.78319 3.82837 -0.25999  0.06
H7 2.17890 2.23770 -3.75553  0.12
H8 1.34974 0.84385 -3.05474  0.08
H9 4.13595 1.91142 -2.36729  0.10
H10 3.73111 0.55994 -3.41369  0.12
H11 7.46805 -3.02931 -0.09160  0.11
O1 0.71760 -2.99455 -0.03213  -0.27
N3 -0.01807 -2.94269 -1.28177  -0.25
C11 0.46202 -3.79159 -2.24581  -0.23
C12 -0.09631 -3.68058 -3.49384  -0.29
C13 0.24721 -4.53575 -4.60811  -0.12
C14 -0.43020 -4.48856 -5.78319  -0.18
C15 -1.52221 -3.55372 -5.97496  -0.18
C16 -1.81422 -2.65401 -4.97071  -0.19
C17 -1.15237 -2.64715 -3.72389  -0.35
P1 -1.30662 -1.24754 -2.58738  1.01
C18 -2.97237 -1.43337 -1.77783  -0.35
C19 -3.32470 -0.56397 -0.74175  -0.15
C20 -4.57865 -0.61269 -0.13705  -0.12
C21 -5.51494 -1.54725 -0.56322  -0.12
C22 -5.17128 -2.43276 -1.58117  -0.10
C23 -3.91042 -2.38510 -2.16954  -0.07
C24 -1.83178 0.11765 -3.76656  -0.35
C25 -3.03006 0.84983 -3.77198  -0.12
C26 -3.22688 1.93077 -4.63590  -0.12
C27 -2.24359 2.31116 -5.53634  -0.14
C28 -1.05339 1.57911 -5.57177  -0.12
C29 -0.85855 0.51234 -4.70910  -0.14
H12 1.56110 -3.44220 -0.19416  0.05
H13 1.27648 -4.48981 -2.03802  0.08
H14 1.06684 -5.24321 -4.48076  0.08
H15 -0.14542 -5.15475 -6.59401  0.06
H16 -2.08091 -3.54247 -6.90619  0.05
H17 -2.58363 -1.90800 -5.15875  0.09
H18 -2.58497 0.16185 -0.41169  0.06
H19 -4.82592 0.06477 0.67819  0.08
H20 -6.48888 -1.60372 -0.08877  0.08
H21 -5.89671 -3.16599 -1.92061  0.09
H22 -3.63220 -3.09076 -2.94653  0.10
H23 -3.82496 0.57110 -3.08769  0.09
H24 -4.16579 2.47814 -4.60800  0.09
H25 -2.40486 3.14332 -6.21391  0.08
H26 -0.27562 1.85179 -6.27930  0.09
H27 0.06053 -0.06288 -4.75973  0.10
C30 1.67296 -2.95621 5.29788  -0.09
N4 0.48485 -2.53055 4.57331  -0.23
C31 -0.32419 -1.57404 5.32913  -0.08
C32 0.81235 -2.01094 3.31954  -0.20
O2 -0.06843 -1.81421 2.39473  -0.02
H28 1.37021 -3.45998 6.21972  0.08
H29 2.33122 -2.11152 5.55022  0.07
H30 2.23655 -3.65901 4.68294  0.09
H31 -0.70589 -2.04382 6.23916  0.08
H32 -1.17955 -1.26123 4.71799  0.07
H33 0.25816 -0.68011 5.60723  0.07
H34 1.73992 -1.47312 3.17704  0.10
C33 1.49627 2.40342 4.71941  -0.24
S1 2.12657 1.18260 3.56619  0.90
O3 2.90776 0.20855 4.38166  -0.52
C34 3.32981 2.17580 2.68619  -0.37
C35 4.34944 1.45247 2.08762  -0.06
C36 5.26451 2.09669 1.26462  -0.06
C37 5.15893 3.45716 1.04283  -0.09
C38 4.12809 4.17199 1.62861  -0.10
C39 3.19635 3.52907 2.43837  -0.10
H35 2.33434 2.90776 5.20145  0.06
H36 0.91572 1.82556 5.43742  0.04
H37 0.84531 3.10956 4.19357  0.03
H38 4.41260 0.38146 2.26246  0.11
H39 6.04252 1.52411 0.77350  0.11
H40 5.87091 3.95796 0.39866  0.11
H41 4.02765 5.23376 1.43690  0.10
H42 2.38294 4.09333 2.87673  0.08
C40 -0.62892 5.09303 2.28276  -0.19
C41 -1.56394 4.68503 1.14589  -0.46
As1 -1.27445 2.81571 0.56620  1.24
C42 -2.69017 2.81832 -0.80475  -0.44
C43 -4.15016 2.87276 -0.36608  -0.16
C44 -2.07271 1.88711 2.12544  -0.43
C45 -3.22991 2.52399 2.89385  -0.17
H43 -0.76845 6.13821 2.57055  0.06
H44 0.41491 4.96362 1.98280  0.04
H45 -0.79797 4.48036 3.17534  0.04
H46 -1.37744 5.30070 0.26558  0.05
H47 -2.60850 4.83182 1.42460  0.05
H48 -2.52211 1.94040 -1.42796  0.02
H49 -2.45079 3.67731 -1.43180  0.05
H50 -4.42756 1.98093 0.19747  0.03
H51 -4.79969 2.91081 -1.24682  0.07
H52 -4.36769 3.75346 0.24637  0.06
H53 -1.22399 1.73551 2.79659  0.03
H54 -2.33938 0.88526 1.77523  0.04
H55 -2.98617 3.53699 3.22954  0.05
H56 -3.46261 1.93168 3.78432  0.07
H57 -4.13659 2.58510 2.29229  0.05
C46 -3.25148 -3.10230 3.39427  -0.06
C47 -2.07180 -3.41775 2.45900  -0.55
C48 -1.22459 -4.55195 3.05342  -0.05
C49 -2.62727 -3.93268 1.11816  -0.05
C50 -1.30220 -2.15200 2.09056  -0.08
H58 -3.92801 -3.96620 3.45776  0.08
H59 -3.82120 -2.25013 3.00741  0.07
H60 -2.90489 -2.85966 4.40696  0.06
H61 -1.79493 -5.48694 2.99171  0.08
H62 -0.95576 -4.37347 4.09168  0.06
H63 -0.29985 -4.68199 2.47898  0.09
H64 -3.16278 -4.87655 1.28145  0.08
H65 -1.81830 -4.09124 0.39354  0.09
H66 -3.32407 -3.21649 0.68335  0.06
H67 -1.56452 -1.72554 1.12877  0.10

Entry 2:
The following is a quantum chemistry calculation of a cluster of 12 separate species, C50H67N9O16 in total, from the OMol25 dataset.

lowest unoccupied orbital energy: -0.7 eV
Kohn-Sham gap: 0.3218 Ha
SMILES: O=[N+]([O-])c1ccccc1.O=[N+]([O-])c1ccccc1.O=[N+]([O-])c1ccccc1.O=[N+]([O-])c1ccccc1.O=[N+]([O-])c1ccccc1.COCCOC.COCCOC.COCCOC.CC#N.CC#N.CC#N.CC#N

Last column: Löwdin charge in e.
Element x y z (Å)
C1 -4.15664 -1.09760 -1.44570  -0.05
C2 -4.65405 -1.69319 -0.29870  -0.07
C3 -3.86004 -2.50611 0.50260  -0.01
C4 -2.50341 -2.70139 0.19963  -0.12
C5 -2.02355 -2.18580 -1.01521  0.00
C6 -2.84371 -1.37235 -1.77672  -0.06
N1 -1.64839 -3.53103 1.08610  -0.35
O1 -0.54105 -3.78659 0.62636  0.07
O2 -2.11992 -3.94076 2.08061  0.11
H1 -4.80488 -0.56635 -2.10225  0.09
H2 -5.66397 -1.59645 0.00115  0.10
H3 -4.28308 -3.03489 1.35362  0.12
H4 -1.01618 -2.45705 -1.30427  0.11
H5 -2.33563 -1.09122 -2.70027  0.10
C7 3.40039 2.27485 -4.90919  -0.07
C8 3.50550 2.00407 -6.26148  -0.09
C9 4.05842 0.81263 -6.74664  -0.03
C10 4.43334 -0.10652 -5.82230  -0.15
C11 4.19306 0.02564 -4.48889  -0.01
C12 3.67635 1.23321 -4.03469  -0.06
N2 5.03495 -1.47698 -6.26441  -0.37
O3 5.11592 -2.25379 -5.37653  0.08
O4 5.30450 -1.61380 -7.41298  0.09
H6 2.98996 3.25995 -4.60699  0.13
H7 3.28963 2.79326 -6.95498  0.10
H8 4.19114 0.65779 -7.82541  0.13
H9 4.47641 -0.84622 -3.83581  0.14
H10 3.53797 1.41381 -2.98156  0.08
C13 6.44442 2.35617 3.94712  -0.05
C14 7.18251 2.55095 2.79074  -0.08
C15 6.66801 2.31857 1.52826  0.00
C16 5.36403 1.83828 1.48050  -0.14
C17 4.54379 1.64857 2.55517  -0.02
C18 5.09545 1.94655 3.81079  -0.05
N3 4.82128 1.57005 0.08678  -0.35
O5 5.57978 1.51459 -0.84134  0.08
O6 3.62328 1.45149 -0.00668  0.07
H11 6.81447 2.62750 4.93436  0.11
H12 8.18286 2.96841 2.82521  0.11
H13 7.11800 2.61721 0.60092  0.12
H14 3.54409 1.26559 2.44399  0.09
H15 4.48786 1.87672 4.64324  0.08
C19 -4.93472 1.65767 -3.96381  -0.09
C20 -4.17018 2.10405 -2.90064  -0.06
C21 -2.78344 2.20095 -3.04146  0.01
C22 -2.27625 2.05552 -4.34454  -0.09
C23 -3.02315 1.58189 -5.45619  0.03
C24 -4.36150 1.32822 -5.16759  -0.07
N4 -0.77895 2.16260 -4.55095  -0.34
O7 -0.06847 2.03840 -3.57175  0.06
O8 -0.42358 2.36159 -5.68435  0.08
H16 -5.97293 1.50128 -3.87748  0.10
H17 -4.52096 2.54944 -2.02063  0.09
H18 -2.09111 2.52018 -2.28763  0.09
H19 -2.51701 1.30421 -6.36455  0.10
H20 -5.03037 0.92381 -5.88837  0.10
C25 -3.09775 1.37826 1.17251  -0.08
C26 -3.94689 2.45128 1.18611  -0.07
C27 -3.51729 3.68807 0.70131  0.00
C28 -2.22006 3.76252 0.19471  -0.17
C29 -1.36957 2.67852 0.13765  -0.03
C30 -1.80451 1.49895 0.68252  -0.05
N5 -1.78956 5.05692 -0.31474  -0.34
O9 -0.62815 5.32523 -0.41439  0.09
O10 -2.69257 5.88821 -0.54611  0.04
H21 -3.43596 0.38072 1.53531  0.10
H22 -4.97650 2.39179 1.58542  0.12
H23 -4.17457 4.57060 0.73873  0.13
H24 -0.35971 2.69938 -0.33548  0.15
H25 -1.23689 0.61647 0.55331  0.09
C31 -3.12513 -1.22933 -8.65239  -0.10
O11 -2.44962 -0.96361 -7.43639  -0.21
C32 -1.72913 -2.07663 -6.87244  -0.18
C33 -1.05317 -1.62745 -5.55568  -0.20
O12 -0.38727 -0.37347 -5.59895  -0.22
C34 0.89884 -0.36527 -6.29121  -0.03
H26 -3.65071 -0.33326 -8.97001  0.09
H27 -3.71165 -2.10156 -8.62403  0.07
H28 -2.36029 -1.31534 -9.44788  0.09
H29 -0.99504 -2.44102 -7.59702  0.12
H30 -2.43706 -2.91998 -6.62627  0.14
H31 -0.45536 -2.48318 -5.17998  0.13
H32 -1.85525 -1.55293 -4.79799  0.10
H33 1.35941 0.57783 -6.17721  0.04
H34 0.65586 -0.44319 -7.37071  0.11
H35 1.51592 -1.15655 -5.86482  0.09
C35 -2.33960 -0.34519 3.86159  -0.12
O13 -2.02848 -1.01406 5.08246  -0.23
C36 -2.56316 -0.46698 6.29885  -0.15
C37 -3.86033 -1.20768 6.60440  -0.21
O14 -3.59591 -2.56711 6.70650  -0.20
C38 -4.59742 -3.30621 7.37333  -0.10
H36 -1.77461 -0.93235 3.12339  0.08
H37 -1.97971 0.74716 3.80980  0.08
H38 -3.47058 -0.36649 3.75843  0.10
H39 -2.83525 0.55000 6.03283  0.12
H40 -1.83404 -0.45933 7.07623  0.08
H41 -4.53438 -1.11747 5.70751  0.14
H42 -4.27522 -0.83168 7.51736  0.12
H43 -4.60970 -3.04615 8.42086  0.09
H44 -4.33547 -4.35069 7.29859  0.08
H45 -5.58195 -3.22620 6.90970  0.09
C39 1.23581 0.12946 3.57286  -0.11
O15 1.71708 0.03394 2.25159  -0.20
C40 1.41359 -1.24854 1.76209  -0.20
C41 1.68366 -1.23205 0.25174  -0.22
O16 0.79201 -0.32277 -0.33798  -0.19
C42 0.88455 -0.45405 -1.78685  -0.06
H46 0.17287 0.13782 3.63668  0.06
H47 1.66736 0.96172 4.12099  0.08
H48 1.63137 -0.73634 4.10190  0.06
H49 0.36137 -1.52901 1.89483  0.11
H50 1.96552 -1.97128 2.35914  0.10
H51 1.44102 -2.26637 -0.09609  0.12
H52 2.74590 -1.10071 0.06747  0.09
H53 0.96675 -1.51371 -2.07348  0.09
H54 1.79109 0.13098 -2.10994  0.09
H55 0.06936 0.02867 -2.27403  0.05
C43 1.22132 3.70996 2.49287  -0.03
C44 0.09550 3.45843 3.50934  -0.24
N6 -0.80882 3.21012 4.19181  0.12
H56 1.05085 4.71032 2.04359  0.09
H57 1.28907 2.92497 1.76728  0.05
H58 2.11796 3.70178 3.10773  0.06
C45 5.15736 -1.75930 2.72277  -0.06
C46 5.24933 -1.62147 1.30301  -0.30
N7 5.27020 -1.61864 0.15312  0.17
H59 5.00868 -2.83070 2.91470  0.10
H60 4.29208 -1.12828 3.03943  0.08
H61 6.06893 -1.35229 3.23572  0.10
C47 1.01330 -1.02374 6.85870  -0.07
C48 0.35759 -0.72969 8.12715  -0.30
N8 -0.22701 -0.54212 9.06881  0.14
H62 0.21600 -1.17524 6.10520  0.06
H63 1.61178 -1.94942 6.86085  0.08
H64 1.61869 -0.18604 6.55939  0.07
C49 -0.96463 -4.56253 5.08737  -0.03
C50 0.28055 -3.85081 4.77629  -0.25
N9 1.22064 -3.29248 4.48102  0.16
H65 -1.24733 -5.04661 4.14230  0.08
H66 -1.68964 -3.89706 5.50741  0.06
H67 -0.76651 -5.29601 5.84331  0.08

Entry 3:
The following is a quantum chemistry calculation of a structure of composition C50H70AuN3O2P, from the OMol25 dataset.

lowest unoccupied orbital energy (alpha / beta): 1.8 / 1.8 eV
Kohn-Sham gap (alpha / beta): 0.2464 / 0.2464 Ha
charge: -1
energy relative to the best compared isomer or geometry (same formula, charge and spin): 0.00 kJ/mol

Last column: Löwdin charge in e.
Element x y z (Å)
Au1 0.49683 0.86428 1.01368  1.06
C1 3.27223 3.57887 -2.56844  -0.05
C2 2.14506 2.54538 -2.47339  -0.38
C3 0.88097 3.04564 -3.17020  -0.07
C4 2.65474 1.21664 -2.98695  -0.16
C5 2.73599 0.97673 -4.35242  -0.06
C6 3.29063 -0.19462 -4.84280  -0.10
C7 3.78877 -1.12815 -3.94665  -0.06
C8 3.72164 -0.92411 -2.57389  -0.14
C9 4.30206 -1.95642 -1.62771  -0.37
C10 5.83172 -1.88733 -1.63933  -0.06
C11 3.81976 -3.37552 -1.93001  -0.07
C12 3.13156 0.25438 -2.07656  -0.19
N1 2.92527 0.41358 -0.70220  0.08
C13 3.94901 0.75893 0.03940  -0.53
O1 5.10360 1.10214 -0.29899  -0.03
C14 3.69592 0.65948 1.54366  -0.17
C15 4.74989 0.86921 2.42624  0.00
C16 4.54331 0.68354 3.78334  -0.05
C17 3.30117 0.26787 4.23733  0.00
C18 2.29842 0.08756 3.30109  -0.20
N2 2.49752 0.29752 2.00361  0.06
C19 0.93792 -0.43969 3.68847  -0.52
O2 0.74698 -0.76346 4.86765  0.00
N3 0.09211 -0.54647 2.66400  -0.03
C20 -1.11016 -1.25403 2.92991  -0.17
C21 -1.09740 -2.65966 2.88759  -0.13
C22 -2.26351 -3.35299 3.19607  -0.06
C23 -3.42921 -2.68804 3.53485  -0.09
C24 -3.43539 -1.30402 3.56243  -0.06
C25 -2.29195 -0.57253 3.26107  -0.14
C26 -2.30360 0.93762 3.38121  -0.38
C27 -3.63841 1.56895 2.98441  -0.08
C28 -1.91393 1.36021 4.80046  -0.05
C29 0.17015 -3.42858 2.56641  -0.37
C30 -0.08679 -4.67098 1.71117  -0.08
C31 0.89868 -3.84465 3.85008  -0.05
H1 2.95724 4.55537 -2.18882  0.06
H2 3.57540 3.70999 -3.61117  0.08
H3 4.14162 3.24207 -2.00104  0.08
H4 1.91695 2.39024 -1.41646  0.08
H5 1.05689 3.25971 -4.22757  0.07
H6 0.53910 3.97786 -2.70920  0.06
H7 0.06742 2.31973 -3.10508  0.06
H8 2.36452 1.72104 -5.04851  0.10
H9 3.34554 -0.37311 -5.91003  0.09
H10 4.24462 -2.03689 -4.32538  0.10
H11 3.95868 -1.69945 -0.62468  0.12
H12 6.21656 -2.12654 -2.63529  0.07
H13 6.25666 -2.60577 -0.93255  0.07
H14 6.16307 -0.88535 -1.36578  0.07
H15 4.18376 -3.72788 -2.89850  0.07
H16 2.73103 -3.42676 -1.94036  0.06
H17 4.18651 -4.06965 -1.16983  0.07
H18 5.70315 1.15940 2.00909  0.11
H19 5.35436 0.84282 4.48398  0.10
H20 3.08211 0.07107 5.27682  0.11
H21 -2.25820 -4.43644 3.17482  0.10
H22 -4.32767 -3.24475 3.77342  0.10
H23 -4.34786 -0.78192 3.82559  0.10
H24 -1.53888 1.31161 2.69985  0.06
H25 -4.40499 1.40599 3.74627  0.07
H26 -4.01367 1.16647 2.04233  0.06
H27 -3.52367 2.65106 2.87451  0.07
H28 -2.64650 0.97837 5.51759  0.08
H29 -1.89118 2.45085 4.88757  0.07
H30 -0.93938 0.95821 5.07723  0.06
H31 0.82150 -2.75158 2.00832  0.12
H32 -0.54966 -5.46762 2.29913  0.07
H33 0.85718 -5.06092 1.32488  0.08
H34 -0.73954 -4.45691 0.86709  0.05
H35 0.27691 -4.54586 4.41496  0.08
H36 1.10667 -2.98874 4.48915  0.06
H37 1.83827 -4.34786 3.60676  0.08
C32 -3.65567 -3.17372 -0.47004  -0.10
C33 -3.91440 -1.75186 -0.97758  -0.70
C34 -4.68217 -1.78939 -2.29860  -0.09
C35 -4.78768 -1.03433 0.05877  -0.11
P1 -2.27040 -0.82202 -0.95357  1.16
C36 -2.78164 0.74112 -1.78896  -0.36
C37 -2.96595 0.93284 -3.16009  -0.10
C38 -3.35186 2.16383 -3.66796  -0.08
C39 -3.58662 3.23183 -2.81158  -0.09
C40 -3.42704 3.05804 -1.44617  -0.09
C41 -3.01735 1.82804 -0.94669  -0.14
C42 -1.04552 -1.63997 -2.13045  -0.68
C43 -1.55012 -2.39392 -3.36155  -0.09
C44 -0.05731 -0.55753 -2.57455  -0.10
C45 -0.26663 -2.62932 -1.25380  -0.11
H38 -4.61239 -3.67531 -0.29059  0.08
H39 -3.10265 -3.16018 0.47253  0.06
H40 -3.09871 -3.77282 -1.19195  0.06
H41 -5.60842 -2.35738 -2.15734  0.08
H42 -4.12281 -2.26508 -3.10143  0.06
H43 -4.95936 -0.78495 -2.62218  0.07
H44 -5.74368 -1.56078 0.15165  0.09
H45 -5.00076 -0.00524 -0.23941  0.07
H46 -4.30793 -1.02544 1.03749  0.05
H47 -2.80079 0.11419 -3.84670  0.09
H48 -3.47220 2.28955 -4.73707  0.10
H49 -3.88810 4.19303 -3.20907  0.10
H50 -3.60641 3.88268 -0.76763  0.09
H51 -2.86142 1.70203 0.11955  0.08
H52 -2.09158 -1.75664 -4.06071  0.06
H53 -2.19212 -3.23485 -3.09725  0.06
H54 -0.68414 -2.79753 -3.89609  0.09
H55 -0.48601 0.12327 -3.30936  0.07
H56 0.81990 -1.02817 -3.02792  0.09
H57 0.30115 0.03155 -1.72358  0.05
H58 -0.91095 -3.41664 -0.86498  0.04
H59 0.20623 -2.12308 -0.40880  0.07
H60 0.51680 -3.10052 -1.85241  0.07
C46 -0.73914 4.95186 0.32530  -0.06
C47 0.13940 3.86564 0.95352  -0.67
C48 -0.11116 3.79658 2.46359  -0.07
C49 1.62737 4.20560 0.71372  -0.03
C50 -0.05782 2.53424 0.28844  -0.14
H61 -0.53188 5.92540 0.77626  0.08
H62 -1.79744 4.73087 0.47960  0.07
H63 -0.55931 5.02497 -0.74899  0.07
H64 0.18044 4.74033 2.93132  0.09
H65 0.46295 2.98798 2.91873  0.07
H66 -1.16821 3.62165 2.67741  0.07
H67 1.85858 5.12308 1.26072  0.09
H68 1.83461 4.37322 -0.34130  0.06
H69 2.27716 3.40487 1.06912  0.08
H70 -0.52491 2.64325 -0.69509  0.03